Entry 1:
The molecule C5H14N2 at a distorted geometry. Source: the OMol25 dataset; level of theory: wB97M-V/def2-TZVPD.

```
21
C5H14N2 | the OMol25 dataset | wB97M-V/def2-TZVPD
C -1.3280 2.7328 -0.1545
C -0.1377 1.8938 -0.3235
C -0.1678 0.3100 -0.1790
N -0.4266 -0.1231 1.2119
C 1.2092 -0.4424 -0.5809
N 0.9792 -1.8132 -0.6803
C 0.6051 -2.7743 0.4446
H -2.0008 2.7807 -1.0460
H -1.0479 3.6101 0.4170
H -1.9790 2.1912 0.5863
H 0.7300 2.2119 0.2512
H 0.0689 2.1280 -1.4422
H -1.0377 0.0117 -0.8001
H 0.1184 -0.8626 1.6893
H -1.4148 -0.5383 1.3242
H 1.9016 -0.1892 0.3358
H 1.6568 0.0336 -1.5499
H 0.7156 -2.1743 -1.6445
H -0.5489 -2.6810 0.5814
H 1.2586 -2.3507 1.3114
H 0.8457 -3.9546 0.2480
```

Results
E_LUMO = 0.991 eV
HOMO energy = -7.97 eV
SMILES = CC[C@H](N)CNC
Kohn-Sham gap = 8.96 eV
Molar mass = 102.181 g mol⁻¹

***

Entry 2:
The molecule C5H14N2 at a distorted geometry. Source: the OMol25 dataset; level of theory: wB97M-V/def2-TZVPD.

```
21
C5H14N2 | the OMol25 dataset | wB97M-V/def2-TZVPD
C 1.0021 2.1482 -1.4559
C 1.6654 0.7865 -1.2714
N 1.2206 0.0731 -0.0989
C 0.3705 -1.0919 0.0185
C -0.7566 -0.8165 1.0306
C -1.9946 -0.2201 0.4052
N -1.1015 -2.0963 1.7186
H -0.0669 2.0236 -1.5794
H 1.4144 2.6198 -2.3511
H 1.1961 2.7929 -0.6005
H 2.7448 0.9801 -1.2415
H 1.4215 0.1271 -2.0976
H 1.2618 0.6168 0.7501
H -0.0843 -1.2993 -0.9422
H 0.9370 -1.8896 0.5132
H -0.3990 -0.1901 1.8478
H -1.7550 0.6086 -0.2655
H -2.5769 -0.9647 -0.1323
H -2.6412 0.2058 1.1747
H -0.2403 -2.5401 2.0157
H -1.6178 -1.8742 2.5619
```

Results
E_LUMO = 1.139 eV
HOMO energy = -8.07 eV
SMILES = CCNC[C@@H](C)N
Kohn-Sham gap = 9.21 eV
Molar mass = 102.181 g mol⁻¹

***

Entry 3:
The molecule C5H14N2 at a distorted geometry. Source: the OMol25 dataset; level of theory: wB97M-V/def2-TZVPD.

```
21
C5H14N2 | the OMol25 dataset | wB97M-V/def2-TZVPD
C 0.6093 -1.3251 0.8264
C 0.2449 0.0867 0.3593
C 1.2909 0.6785 -0.5779
N 2.5754 0.8288 0.1010
N -1.0629 0.1468 -0.2938
C -1.4985 -1.0307 -1.0593
C -2.1524 0.6760 0.4984
H 0.1274 -1.6560 1.7530
H 0.3237 -2.2098 0.2358
H 1.6901 -1.4457 0.9135
H 0.2122 0.6879 1.2703
H 0.8594 1.6909 -0.6679
H 1.3943 0.2576 -1.5708
H 3.2230 1.5236 -0.2154
H 2.4767 1.0154 1.0894
H -0.7668 -1.3008 -1.8227
H -1.6804 -1.8240 -0.3354
H -2.4022 -0.8225 -1.6308
H -1.9587 1.7305 0.7408
H -3.0511 0.6974 -0.1122
H -2.2889 0.1849 1.4761
```

Results
E_LUMO = 1.060 eV
HOMO energy = -8.12 eV
SMILES = C[C@@H](CN)N(C)C
Kohn-Sham gap = 9.18 eV
Molar mass = 102.181 g mol⁻¹

***

Entry 4:
A cluster of 2 separate species, C5H14N2O in total at a distorted geometry. Source: the OMol25 dataset; level of theory: wB97M-V/def2-TZVPD.

```
22
C5H14N2O | the OMol25 dataset | wB97M-V/def2-TZVPD
C 0.5623 -3.2553 1.6023
C 0.0134 -2.0588 1.3708
C -0.2287 -1.6359 -0.0479
C -1.1746 -0.3545 -0.0681
N -0.2365 0.7444 -0.4103
C -0.7656 2.0197 -0.8592
N -1.9197 2.0170 -1.7472
H 0.8259 -3.6008 2.5822
H 0.9328 -3.9712 0.8715
H -0.3913 -1.5163 2.2075
H -0.4956 -2.4412 -0.7374
H 0.7391 -1.4589 -0.5445
H -1.5380 -0.3010 0.9661
H -1.9653 -0.4218 -0.8002
H 0.4533 0.8870 0.3117
H 0.0534 2.3344 -1.5369
H -0.9510 2.8596 -0.1641
H -2.7292 1.4516 -1.5607
H -1.6622 1.8673 -2.7082
O 3.3530 2.4101 0.1103
H 4.0049 1.7009 0.1772
H 3.1195 2.7237 0.9852
```

Results
E_LUMO = 0.749 eV
HOMO energy = -8.33 eV
SMILES = C=CCCNCN.O
Kohn-Sham gap = 9.08 eV
Molar mass = 118.180 g mol⁻¹

***

Entry 5:
A cluster of 2 separate species, C5H14N2O in total at a distorted geometry. Source: the OMol25 dataset; level of theory: wB97M-V/def2-TZVPD.

```
22
C5H14N2O | the OMol25 dataset | wB97M-V/def2-TZVPD
C 2.0948 0.4160 -1.5301
C 0.6446 -0.0255 -1.6909
C -0.1977 0.0276 -0.4072
C 0.4269 -0.6957 0.8197
N 0.7693 0.0208 2.0024
C 1.2224 1.1633 2.2238
N 1.4345 2.2169 1.3427
H 2.7236 0.0782 -2.3464
H 2.1634 1.4937 -1.4380
H 2.5626 0.0032 -0.6373
H 0.1687 0.5989 -2.4539
H 0.6272 -1.0471 -2.0929
H -1.1768 -0.4182 -0.5679
H -0.3789 1.0878 -0.1851
H 1.3390 -1.2014 0.4991
H -0.2560 -1.4926 1.1164
H 1.4666 1.4299 3.2456
H 1.1420 2.1104 0.3912
H 2.0540 2.9641 1.5856
O -5.4493 -2.7512 -1.5720
H -5.3296 -2.1339 -2.2943
H -4.7279 -3.3800 -1.5307
```

Results
E_LUMO = 0.711 eV
HOMO energy = -8.73 eV
SMILES = CCCC/N=C\N.O
Kohn-Sham gap = 9.44 eV
Molar mass = 118.180 g mol⁻¹

***

Entry 6:
The molecule C5H14N2O at a distorted geometry. Source: the OMol25 dataset; level of theory: wB97M-V/def2-TZVPD.

```
22
C5H14N2O | the OMol25 dataset | wB97M-V/def2-TZVPD
C -2.6498 -0.8335 -0.0402
C -1.4661 0.1198 -0.1446
O -1.6064 1.2298 0.7458
N -0.2139 -0.6569 0.1294
C 1.0449 0.0420 0.0823
C 2.1391 -1.1398 0.0468
C 1.1840 0.8888 -1.1868
N 1.2557 0.8033 1.2967
H -3.5769 -0.3347 -0.3232
H -2.7432 -1.1972 0.9820
H -2.4917 -1.6796 -0.7025
H -1.4072 0.5152 -1.1698
H -2.5398 1.4442 0.8407
H -0.3001 -1.0674 1.0542
H 2.0498 -1.7430 0.9448
H 3.1301 -0.6961 0.0188
H 1.9784 -1.7516 -0.8347
H 2.2116 1.2345 -1.2826
H 0.5302 1.7578 -1.1383
H 0.9292 0.2963 -2.0613
H 2.0877 1.3784 1.2398
H 0.4545 1.3895 1.5028
```

Results
E_LUMO = 0.859 eV
HOMO energy = -8.89 eV
SMILES = C[C@@H](O)NC(C)(C)N
Kohn-Sham gap = 9.74 eV
Molar mass = 118.180 g mol⁻¹

***

Entry 7:
A structure of composition C5H14N2O at a distorted geometry. Source: the OMol25 dataset; level of theory: wB97M-V/def2-TZVPD.

```
22
C5H14N2O | the OMol25 dataset | wB97M-V/def2-TZVPD
C 0.4183 -0.5882 1.1062
C 1.1072 0.5080 1.9016
C 1.3195 -1.7935 0.8773
C 0.4808 0.3886 -1.1101
O 1.1688 1.3846 -1.0378
H -0.4537 -0.9371 1.6877
H 0.7419 -0.5553 -1.6033
H 0.4199 1.3183 2.1637
H 1.9360 0.9426 1.3333
H 1.5326 0.1284 2.8386
H 2.2405 -1.5037 0.3615
H 0.8158 -2.5699 0.2923
H 1.6193 -2.2624 1.8221
C -1.8490 -0.0963 -2.0095
N -1.0461 0.4705 -0.9249
N -1.5004 1.7569 -0.5105
H -0.5951 -0.1825 0.2040
H -0.9519 2.4609 -1.0085
H -1.2371 1.8648 0.4674
H -1.5762 0.3505 -2.9692
H -1.6819 -1.1741 -2.0380
H -2.9092 0.0889 -1.8438
```

Results
E_LUMO = 0.798 eV
HOMO energy = -7.93 eV
Kohn-Sham gap = 8.73 eV
Molar mass = 118.180 g mol⁻¹

***

Entry 8:
The molecule C5H14N2O at a distorted geometry. Source: the OMol25 dataset; level of theory: wB97M-V/def2-TZVPD.

```
22
C5H14N2O | the OMol25 dataset | wB97M-V/def2-TZVPD
C -1.1224 1.9538 -1.5051
C -1.0379 1.1954 -0.1897
C 0.0350 -0.0879 -0.3140
N -0.5295 -0.9833 -1.2976
O 1.2813 0.3627 -0.7471
C 0.1590 -0.6053 1.0990
C 1.1531 -1.9529 0.9813
N 0.6934 0.3876 1.9777
H -0.1769 2.4458 -1.7308
H -1.3639 1.2742 -2.3211
H -1.8940 2.7222 -1.4552
H -0.6974 1.8432 0.6158
H -2.0113 0.7852 0.0826
H 0.0234 -1.8285 -1.3757
H -1.4832 -1.2236 -1.0574
H 1.1867 0.5975 -1.6772
H -0.8118 -0.9460 1.4695
H 0.8227 -2.7350 0.3012
H 2.1399 -1.6037 0.6852
H 1.2103 -2.4001 1.9730
H 1.5400 0.7847 1.5863
H 0.8834 0.0139 2.8993
```

Results
E_LUMO = 0.953 eV
HOMO energy = -8.81 eV
SMILES = CC[C@@](N)(O)[C@@H](C)N
Kohn-Sham gap = 9.76 eV
Molar mass = 118.180 g mol⁻¹

***

Entry 9:
A cluster of 2 separate species, C5H14N2O in total. Source: the OMol25 dataset; level of theory: wB97M-V/def2-TZVPD.

```
22
C5H14N2O | the OMol25 dataset | wB97M-V/def2-TZVPD
C -1.0042 -0.4358 -2.2270
C -1.3780 -0.9274 -1.0513
C -0.6160 -0.8415 0.2425
C 0.8910 -0.5692 0.1344
N 1.6973 -1.7835 -0.0639
C 1.3954 0.1400 1.3918
N 0.9625 1.5360 1.5162
H -0.1437 0.1692 -2.4599
H -1.5744 -0.5892 -3.1477
H -2.2442 -1.5796 -1.0981
H -1.0395 -0.0292 0.8357
H -0.7426 -1.7598 0.8082
H 1.1333 0.0656 -0.7232
H 1.4313 -2.2422 -0.9242
H 1.5930 -2.4261 0.7098
H 2.4781 0.1542 1.2848
H 1.1017 -0.4155 2.2776
H -0.0366 1.6662 1.3510
H 1.5107 2.0646 0.8533
O -1.8881 2.3669 0.4035
H -1.4074 3.2098 0.4184
H -2.1197 2.2267 -0.5319
```

Results
E_LUMO = 0.719 eV
HOMO energy = -8.83 eV
SMILES = C=CC[C@H](N)CN.O
Kohn-Sham gap = 9.55 eV
Molar mass = 118.180 g mol⁻¹

***

Entry 10:
A cluster of 2 separate species, C5H14N2O2 in total at a distorted geometry. Source: the OMol25 dataset; level of theory: wB97M-V/def2-TZVPD.

```
23
C5H14N2O2 | the OMol25 dataset | wB97M-V/def2-TZVPD
H -0.1418 -1.9092 -1.5928
N -0.9568 -2.2984 -1.1279
C -1.7141 -1.4343 -0.6176
N -1.5173 -0.0366 -0.6295
C -1.6588 0.6184 0.6475
C -0.6064 0.2354 1.7359
C 0.7809 -0.2678 1.2563
C 1.7200 0.7744 0.6652
O 1.5333 1.1116 -0.6820
H -2.7142 -1.6863 -0.2598
H -0.9781 0.3744 -1.3656
H -1.6554 1.7076 0.5255
H -2.6870 0.5132 1.0021
H -1.0330 -0.6327 2.2564
H -0.4164 0.9383 2.5448
H 1.2707 -0.6197 2.1714
H 0.6615 -1.1556 0.6410
H 1.8437 1.6313 1.3626
H 2.7765 0.4761 0.7576
H 0.6238 1.3185 -0.8573
O 1.7448 0.0543 -3.1120
H 2.1790 -0.2644 -2.3393
H 0.9449 0.5514 -2.9826
```

Results
E_LUMO = 0.512 eV
HOMO energy = -9.36 eV
SMILES = [H]/N=C\NCCCCO.O
Kohn-Sham gap = 9.87 eV
Molar mass = 134.179 g mol⁻¹

***

Entry 11:
A cluster of 2 separate species, C5H14N2O2 in total at a distorted geometry. Source: the OMol25 dataset; level of theory: wB97M-V/def2-TZVPD.

```
23
C5H14N2O2 | the OMol25 dataset | wB97M-V/def2-TZVPD
C 2.6757 -0.4988 1.3186
C 1.7740 -1.1574 0.3018
C 0.8939 -0.3011 -0.5853
C -0.6199 -0.6689 -0.4892
N -1.3520 -0.2206 -1.6517
C -1.1594 -0.0918 0.8193
N -0.7633 -0.5577 2.0129
O -2.0203 0.7826 0.7628
H 3.6818 -0.7787 1.0126
H 2.5139 0.5616 1.2066
H 2.6193 -0.7667 2.3579
H 1.1861 -1.9902 0.7871
H 2.4373 -1.7588 -0.3530
H 1.0950 -0.5194 -1.6584
H 1.2521 0.7325 -0.6623
H -0.5534 -1.7872 -0.4058
H -1.6274 0.7452 -1.5342
H -2.1522 -0.8120 -1.8365
H -1.1975 -0.3287 2.8930
H -0.0099 -1.1998 2.1800
O 0.0453 2.3281 -2.1460
H -0.1771 2.5116 -1.2312
H -0.6801 1.9644 -2.6399
```

Results
E_LUMO = 0.829 eV
HOMO energy = -9.45 eV
SMILES = CCC[C@H](N)C(N)=O.O
Kohn-Sham gap = 10.28 eV
Molar mass = 134.179 g mol⁻¹

***

Entry 12:
A cluster of 2 separate species, C5H14N2O3 in total at a distorted geometry. Source: the OMol25 dataset; level of theory: wB97M-V/def2-TZVPD.

```
24
C5H14N2O3 | the OMol25 dataset | wB97M-V/def2-TZVPD
C -1.7011 1.8656 -0.1283
C -1.4318 0.5167 -0.7350
O -0.7911 0.3658 -1.7505
C -2.0385 -0.6997 -0.0088
N -1.9956 -0.5038 1.4255
N -1.4406 -1.9635 -0.4179
H -2.7520 2.1113 -0.2812
H -1.5364 1.8377 0.9469
H -1.0881 2.6293 -0.6025
H -3.0962 -0.7188 -0.3131
H -2.5034 -1.2545 1.8799
H -1.0292 -0.5647 1.7352
H -0.4577 -1.9516 -0.1534
H -1.4688 -2.0466 -1.4297
C 2.8713 -0.7941 -0.5867
C 1.9210 0.3107 -0.1869
O 1.0062 -0.1092 0.7664
O 2.5363 1.4242 0.5891
H 3.6551 -0.4031 -1.2309
H 2.2949 -1.5393 -1.1321
H 3.3026 -1.2629 0.2981
H 1.4722 0.8257 -1.0460
H 1.0051 0.8438 1.2381
H 3.2658 1.0810 1.1237
```

Results
E_LUMO = 0.734 eV
HOMO energy = -9.16 eV
SMILES = CC(=O)C(N)N.CC(O)O
Kohn-Sham gap = 9.89 eV
Molar mass = 150.178 g mol⁻¹